(1)
DFT (ωB97M-V/def2-TZVPD) results for a single C5H8O molecule at a distorted geometry.

Element x y z (Å)
1 O -0.95 1.84 0.23
2 C -0.72 0.51 0.58
3 C -1.07 -0.63 -0.40
4 C 0.30 -1.33 -0.23
5 C 1.28 -0.26 -0.64
6 C 0.74 0.11 0.68
7 H -0.41 2.02 -0.55
8 H -1.26 0.36 1.53
9 H -1.24 -0.26 -1.42
10 H -1.94 -1.24 -0.12
11 H 0.52 -1.31 0.94
12 H 1.01 0.42 -1.45
13 H 2.33 -0.56 -0.67
14 H 1.41 0.33 1.52

Properties
- SMILES = O[C@H]1C[C@H]2C[C@H]21
- DFT total energy (eV) = -7358.0771
- LUMO (Ha) = 0.0333
- 2S+1 = 1
- HOMO level (eV) = -8.4340

(2)
DFT (ωB97M-V/def2-TZVPD) results for a molecular structure, C30H60O32S7 at a distorted geometry.

Element x y z (Å)
1 C -4.32 3.11 6.38
2 C -4.82 2.40 5.04
3 C -3.50 2.02 4.32
4 O -2.50 1.97 5.34
5 C -2.79 3.19 6.07
6 H -4.51 2.58 7.31
7 H -4.74 4.12 6.54
8 H -5.41 3.06 4.45
9 H -5.43 1.53 5.24
10 H -3.21 2.83 3.66
11 H -3.45 1.01 3.81
12 H -2.59 4.00 5.39
13 H -2.14 3.16 6.96
14 C -2.33 -1.96 -0.11
15 C -3.21 -0.67 -0.32
16 C -2.88 0.05 0.99
17 O -2.87 -1.02 1.93
18 C -2.55 -2.27 1.35
19 H -1.29 -1.55 -0.27
20 H -2.40 -2.82 -0.87
21 H -4.32 -0.75 -0.45
22 H -2.98 -0.07 -1.21
23 H -3.59 0.81 1.34
24 H -1.84 0.38 0.85
25 H -3.38 -2.95 1.45
26 H -1.66 -2.58 1.86
27 C 1.29 0.39 -1.32
28 C 2.59 0.92 -1.92
29 C 2.45 0.60 -3.36
30 O 1.13 0.91 -3.69
31 C 0.30 0.46 -2.50
32 H 0.98 0.97 -0.43
33 H 1.30 -0.61 -0.95
34 H 3.59 0.68 -1.48
35 H 2.47 2.02 -2.02
36 H 2.68 -0.42 -3.57
37 H 3.06 1.30 -3.96
38 H -0.04 -0.50 -2.75
39 H -0.53 1.15 -2.34
40 C 5.48 -3.49 -0.70
41 C 6.25 -2.43 0.06
42 C 5.94 -2.79 1.54
43 O 5.04 -3.98 1.57
44 C 5.29 -4.61 0.34
45 H 6.06 -3.80 -1.59
46 H 4.50 -3.23 -1.07
47 H 5.94 -1.41 -0.10
48 H 7.34 -2.36 0.06
49 H 5.49 -2.11 2.21
50 H 6.88 -3.20 2.01
51 H 4.45 -5.21 0.12
52 H 6.18 -5.27 0.53
53 C -1.03 -1.65 4.36
54 C -0.25 -0.74 5.31
55 O 0.74 -0.27 4.44
56 S 1.17 -1.40 3.44
57 O 2.35 -2.00 3.91
58 O 1.09 -0.79 2.16
59 O 0.00 -2.37 3.68
60 H -1.55 -1.09 3.59
61 H -1.70 -2.34 4.88
62 H 0.18 -1.26 6.13
63 H -0.76 0.13 5.75
64 C 0.22 -6.04 -2.21
65 C 0.17 -6.02 -3.73
66 O 0.59 -4.69 -4.04
67 S -0.05 -3.71 -2.96
68 O -1.23 -3.07 -3.41
69 O 1.08 -2.99 -2.52
70 O -0.54 -4.85 -1.92
71 H 1.15 -6.01 -1.76
72 H -0.36 -6.86 -1.86
73 H -0.88 -6.22 -3.92
74 H 0.82 -6.80 -4.18
75 C -4.45 4.24 1.45
76 C -4.81 5.22 0.34
77 O -4.11 4.81 -0.80
78 S -4.34 3.17 -0.81
79 O -3.18 2.66 -1.47
80 O -5.61 2.80 -1.35
81 O -4.25 2.95 0.76
82 H -5.21 4.05 2.19
83 H -3.50 4.53 1.97
84 H -4.56 6.24 0.56
85 H -5.86 5.21 0.10
86 C 0.50 2.69 4.18
87 C 0.27 2.42 2.71
88 O -0.46 3.49 2.21
89 S -0.30 4.72 3.16
90 O -1.62 4.93 3.68
91 O 0.46 5.72 2.48
92 O 0.63 4.14 4.27
93 H 1.48 2.32 4.38
94 H -0.28 2.28 4.79
95 H -0.33 1.57 2.68
96 H 1.22 2.24 2.14
97 C 1.47 5.72 -3.50
98 C 1.79 4.26 -3.06
99 O 2.91 3.87 -3.96
100 S 2.81 4.71 -5.29
101 O 2.43 3.94 -6.43
102 O 4.02 5.44 -5.37
103 O 1.71 5.76 -4.91
104 H 2.07 6.55 -3.06
105 H 0.37 5.99 -3.21
106 H 0.91 3.65 -3.29
107 H 2.06 4.01 -2.08
108 C 0.44 1.53 -7.24
109 C -0.45 0.48 -6.39
110 O -1.00 -0.33 -7.46
111 S -0.34 -0.12 -8.91
112 O -1.20 0.69 -9.71
113 O 0.16 -1.38 -9.28
114 O 0.87 0.74 -8.41
115 H 1.35 1.87 -6.78
116 H -0.28 2.31 -7.56
117 H -1.26 0.89 -5.89
118 H 0.09 -0.19 -5.71
119 C 2.24 -5.07 2.68
120 C 1.81 -4.06 1.59
121 O 1.10 -4.89 0.66
122 S 0.15 -5.86 1.51
123 O 0.00 -7.10 0.79
124 O -1.04 -5.27 2.10
125 O 1.11 -5.97 2.76
126 H 2.44 -4.61 3.60
127 H 3.13 -5.59 2.41
128 H 2.67 -3.68 1.09
129 H 1.14 -3.26 1.78

Properties
- DFT total energy (eV) = -173438.9693
- LUMO (Ha) = 0.0006
- 2S+1 = 1
- HOMO level (eV) = -9.8204